1.
Here is a structure of composition C17H43IInN4O4 from the Open Molecules 2025 dataset. Energies are from ωB97M-V/def2-TZVPD.

Each line ends with the Löwdin charge.
Positions of all 70 atoms, in Å:
C: 5.57 -9.31 2.13  -0.11
C: 5.96 -7.79 1.79  -0.56
C: 6.74 -7.35 0.44  -0.15
N: 5.62 -6.80 2.60  -0.13
In: 3.95 -5.87 1.55  0.42
C: 2.35 -7.46 1.38  -0.30
C: 2.12 -8.04 -0.08  -0.86
O: 0.94 -7.99 -0.53  -0.13
I: 3.62 -8.94 -1.35  0.76
H: 6.46 -9.96 1.87  0.06
H: 5.35 -9.39 3.25  0.07
H: 4.67 -9.59 1.49  0.02
H: 7.46 -8.18 0.10  0.06
H: 7.26 -6.36 0.62  0.07
H: 5.93 -7.16 -0.34  -0.03
H: 3.43 -4.52 2.64  -0.10
H: 4.56 -5.24 -0.02  -0.09
H: 1.36 -7.02 1.75  0.05
H: 2.63 -8.32 2.08  0.04
C: 0.46 0.52 3.15  -0.08
C: 0.09 -0.69 2.30  -0.43
C: 0.36 -2.04 3.00  -0.20
O: 1.73 -2.42 3.02  -0.23
C: 2.49 -1.84 4.06  -0.12
N: 0.79 -0.60 1.01  0.04
H: 1.54 0.68 3.21  0.06
H: 0.02 1.43 2.73  0.07
H: 0.08 0.41 4.17  0.08
H: -0.99 -0.64 2.11  0.13
H: -0.15 -2.82 2.43  0.12
H: -0.06 -2.06 4.01  0.12
H: 1.90 -1.71 4.98  0.09
H: 2.91 -0.88 3.74  0.07
H: 3.33 -2.51 4.28  0.07
H: 0.48 -1.36 0.42  0.08
H: 1.77 -0.83 1.19  0.08
C: -3.60 1.31 -2.25  -0.08
C: -2.57 1.48 -1.14  -0.43
C: -1.72 2.76 -1.29  -0.20
O: -0.69 2.66 -2.27  -0.19
C: -1.13 2.91 -3.60  -0.11
N: -1.74 0.28 -1.07  0.05
H: -3.16 0.98 -3.19  0.06
H: -4.34 0.55 -1.97  0.07
H: -4.15 2.24 -2.44  0.07
H: -3.13 1.57 -0.20  0.13
H: -1.20 2.92 -0.34  0.12
H: -2.34 3.64 -1.46  0.10
H: -1.91 3.67 -3.64  0.09
H: -1.47 1.99 -4.06  0.07
H: -0.27 3.27 -4.17  0.09
H: -1.12 0.36 -0.27  0.04
H: -1.11 0.30 -1.87  0.07
C: -4.48 9.17 -1.89  -0.08
C: -4.84 7.96 -2.74  -0.43
C: -4.56 6.61 -2.04  -0.20
O: -3.19 6.23 -2.03  -0.21
C: -2.43 6.82 -0.98  -0.10
N: -4.14 8.05 -4.03  0.04
H: -3.40 9.34 -1.84  0.06
H: -4.92 10.08 -2.31  0.08
H: -4.86 9.06 -0.87  0.08
H: -5.92 8.01 -2.93  0.13
H: -5.08 5.83 -2.61  0.12
H: -4.99 6.59 -1.03  0.12
H: -3.02 6.95 -0.07  0.09
H: -2.02 7.78 -1.31  0.07
H: -1.59 6.16 -0.76  0.09
H: -4.46 7.29 -4.63  0.07
H: -3.16 7.83 -3.86  0.07

Properties
M, g mol⁻¹: 609.3
E_tot, eV: -45747.1697
Charge: -1
Kohn-Sham gap, eV: 5.18

=====

2.
Here is a cluster of 6 separate species, C17H44F5N4O5S5 in total from the Open Molecules 2025 dataset. Energies are from ωB97M-V/def2-TZVPD.

Each line ends with the Löwdin charge.
Positions of all 80 atoms, in Å:
N: -2.91 5.52 1.95  0.00
C: -2.95 4.46 2.97  -0.26
C: -1.93 3.31 2.76  -0.18
C: -2.52 1.98 2.29  -0.17
C: -3.55 2.17 1.19  -0.14
N: -3.79 0.93 0.38  0.11
C: -2.76 0.53 -0.39  -0.33
N: -2.01 -0.55 -0.11  0.24
N: -2.55 1.24 -1.54  0.24
C: -1.26 1.85 -1.78  -0.45
F: -0.73 1.28 -2.87  0.16
F: -0.43 1.65 -0.76  0.17
C: -1.35 3.39 -2.05  -0.51
F: -1.37 4.06 -0.89  0.17
F: -2.44 3.66 -2.78  0.18
F: -0.26 3.75 -2.74  0.19
H: -1.97 5.72 1.66  0.06
H: -3.47 5.30 1.15  0.05
H: -2.74 4.93 3.92  0.11
H: -3.97 4.10 3.02  0.11
H: -1.45 3.12 3.71  0.08
H: -1.16 3.59 2.06  0.10
H: -3.00 1.52 3.15  0.13
H: -1.73 1.30 2.00  0.10
H: -4.50 2.40 1.63  0.13
H: -3.32 3.01 0.55  0.10
H: -4.07 0.16 0.97  0.14
H: -2.41 -1.44 0.12  0.14
H: -1.01 -0.50 -0.07  0.13
H: -3.33 1.87 -1.68  0.16
C: 2.42 2.26 6.00  -0.26
S: 1.59 2.72 4.47  0.81
O: 0.43 1.79 4.31  -0.57
C: 2.88 2.15 3.36  -0.26
H: 1.76 2.49 6.82  0.05
H: 2.63 1.19 5.98  0.06
H: 3.34 2.83 6.09  0.06
H: 3.07 1.09 3.52  0.04
H: 3.79 2.72 3.54  0.06
H: 2.54 2.31 2.34  0.05
C: 1.76 -3.54 -4.35  -0.27
S: 1.81 -2.64 -2.80  0.81
O: 0.77 -3.21 -1.91  -0.58
C: 1.14 -1.11 -3.46  -0.28
H: 2.10 -4.56 -4.15  0.06
H: 0.73 -3.57 -4.72  0.06
H: 2.42 -3.06 -5.06  0.01
H: 0.16 -1.30 -3.89  0.06
H: 1.81 -0.69 -4.21  0.06
H: 1.05 -0.41 -2.63  0.02
C: 5.13 -1.97 4.59  -0.27
S: 5.76 -1.72 2.93  0.81
O: 4.95 -0.63 2.32  -0.57
C: 5.13 -3.26 2.26  -0.27
H: 5.38 -1.09 5.18  0.05
H: 4.05 -2.10 4.56  0.06
H: 5.61 -2.85 5.03  0.05
H: 4.05 -3.31 2.38  0.06
H: 5.61 -4.10 2.77  0.05
H: 5.38 -3.29 1.20  0.05
C: 6.65 -3.20 -6.61  -0.27
S: 5.23 -2.11 -6.74  0.82
O: 4.46 -2.25 -5.47  -0.57
C: 4.36 -3.08 -7.98  -0.27
H: 7.31 -2.80 -5.84  0.05
H: 6.32 -4.20 -6.32  0.06
H: 7.17 -3.23 -7.56  0.06
H: 4.19 -4.08 -7.60  0.06
H: 4.95 -3.11 -8.89  0.06
H: 3.41 -2.59 -8.18  0.05
C: -7.75 -0.66 0.36  -0.27
S: -7.74 -1.45 1.98  0.81
O: -6.83 -0.65 2.83  -0.56
C: -6.83 -2.92 1.48  -0.27
H: -8.24 0.30 0.46  0.05
H: -6.72 -0.52 0.02  0.04
H: -8.29 -1.29 -0.35  0.06
H: -5.86 -2.63 1.07  0.04
H: -7.41 -3.47 0.73  0.06
H: -6.68 -3.54 2.36  0.05

Properties
M, g mol⁻¹: 639.9
E_tot, eV: -102293.9487
Charge: +1
Kohn-Sham gap, eV: 6.38